Computed, not measured: C4H12ClN2O3 as an isolated structure at a distorted geometry, with ωB97M-V/def2-TZVPD.

- LUMO energy (eV) = -3.249
- HOMO energy (eV) = -14.236
- energy above the lowest of the compared OMol25 structures with the same formula, charge and spin (kJ/mol) = 371.37
- orbital gap (eV) = 10.99
- charge = +1

Positions of all 22 atoms, in Å:
N -0.62901 0.65861 0.41795
C 0.15879 -0.56723 0.00081
H -2.51934 0.00031 0.28148
H -1.59458 1.37338 -1.31250
Cl 2.11380 1.27479 0.79274
H 0.03884 1.08965 1.12227
O 1.71253 0.20543 -1.61840
C -0.65297 1.59861 -0.75831
O 2.29014 -1.40692 -0.06710
H 0.06345 -2.14495 1.67999
H -1.64849 -1.59641 -0.53302
H -2.29093 1.41684 1.22344
O 0.37564 -1.24875 1.72889
H 0.25372 1.58882 -1.46386
C -1.84600 0.41738 1.01814
H -1.94907 -0.21676 1.82583
C 1.57149 -0.24361 -0.33643
H -0.59612 2.57327 -0.18122
H -0.05234 -2.18861 -1.19205
H 2.61852 0.06996 -2.00223
H 3.24122 -1.25129 0.15344
N -0.65927 -1.40252 -0.77989


Computed, not measured: a 12-piece molecular cluster, C78H180N12O12 overall at a distorted geometry, with ωB97M-V/def2-TZVPD.

- LUMO energy (eV) = 0.496
- SMILES = CC1(C)CCCC(C)(C)N1O.CC1(C)CCCC(C)(C)N1O.CC1(C)CCCC(C)(C)N1O.CC1(C)CCCC(C)(C)N1O.CC1(C)CCCC(C)(C)N1O.CC1(C)CCCC(C)(C)N1O.COC[C@H](C)N.COC[C@H](C)N.COC[C@H](C)N.COC[C@H](C)N.COC[C@H](C)N.COC[C@H](C)N
- HOMO energy (eV) = -8.035
- energy above the lowest of the compared OMol25 structures with the same formula, charge and spin (kJ/mol) = 0.00
- orbital gap (eV) = 8.53
- charge = 0

Positions of all 282 atoms, in Å:
N 6.38182 -5.34254 1.11543
H 0.39251 1.01843 -4.10831
H 6.95937 4.00404 1.01638
H -0.17973 -0.08334 1.84806
N -1.94947 -6.76409 1.85077
C 4.04221 4.14709 -3.35188
H 0.96730 5.59172 2.86201
C -1.76007 2.65147 -4.44062
H 5.71209 -0.16333 -3.46410
H 0.63639 -1.70939 6.72013
H 0.05354 4.28024 7.04758
H -3.27797 -1.71510 2.74188
H -8.12246 -0.45724 5.96553
H 3.99425 0.01051 -3.79400
H 0.50229 -3.42040 -1.74784
H -0.80611 1.40681 -1.51461
H -0.21870 3.60791 2.01435
H -1.33102 -1.40331 1.59953
C 1.40244 -0.16195 -1.23110
H -2.25322 3.01657 3.81597
C 1.44985 -2.19577 6.13921
H 7.08656 1.80165 -2.37525
N -5.12758 -0.59637 4.35837
H -2.08588 -4.58455 3.42586
H 4.92378 -4.74555 -0.21192
H -4.05725 -7.56321 0.28531
C -0.86159 -7.00491 4.00678
H -2.43906 3.49330 -4.70646
H 0.38724 -4.88659 0.37086
C -3.87278 -2.41966 3.35810
N 0.90339 -0.83624 4.25172
H -5.20046 -4.72832 -3.66532
O -4.15787 0.29433 3.83259
H -1.34381 5.13153 7.54433
H 0.42587 -2.06950 -2.87016
H -2.07939 1.80960 -5.03917
H -5.48978 -2.18059 1.33762
H 5.51486 2.76476 -7.06791
H 1.66422 3.51370 5.89848
H 2.26520 -2.25475 0.27450
H 0.66437 -2.84203 0.86069
N 6.15890 3.36400 1.00169
H -1.96634 2.48535 -3.40967
C -3.15665 4.91964 1.38561
H 2.48253 -3.89850 4.19932
H -4.71530 3.63597 3.12165
C -3.55705 3.43778 1.42813
O -2.90686 5.44058 0.11779
H -0.77082 -4.10927 2.33051
C -1.09287 -4.78336 3.10642
C 0.67158 -1.44014 -0.88182
C 0.20635 3.92713 -3.60675
H -2.55749 3.52412 -7.34602
C -2.69448 0.03309 -0.38547
O 6.96046 1.54267 -4.75409
C 5.10498 1.87171 -3.24865
O -2.31936 -2.41517 -3.23430
H 1.13496 -5.18193 7.44610
C 7.00012 4.29377 -4.39615
H 4.92907 6.91781 3.47992
H 3.04515 2.18338 -3.64270
H 2.19967 2.53312 4.52215
H -7.71727 1.63741 4.27090
H -3.47224 -2.61827 4.36947
H -6.52298 -3.46545 3.30769
C 5.17525 -4.53076 0.82212
C -1.06312 -6.42961 -4.13279
H -6.61409 -1.01510 1.84761
C -0.58146 1.25130 -0.43403
H -8.07869 -2.84129 5.14100
H 0.51968 3.37985 -2.70807
H -2.92498 6.04092 6.16766
H -0.86890 2.10265 0.19823
O -1.45064 -2.37634 -0.51507
C -0.67856 -6.74857 -0.23045
H -2.97754 -4.85007 -0.82736
H -5.02197 0.56361 6.57612
H -4.47626 -3.03664 -1.42261
H 6.65135 -5.29738 2.10937
N -0.75596 -1.16909 -0.88773
H 1.60357 2.11915 -4.93089
C -0.18375 -4.64787 -5.11227
C -5.27098 -1.72717 3.42533
H -2.75890 6.38334 4.47769
C 0.61142 2.03272 -7.38135
C 4.56060 4.35722 -4.82951
H 2.79467 3.78452 0.70496
O -1.15479 4.84418 -5.83773
C -1.85706 2.69729 -7.60364
C -5.59258 -1.32526 2.02751
C -1.08088 5.14363 5.36193
H -5.70101 -3.04476 4.88970
H -3.95468 -3.34919 2.79920
C 5.65378 -3.09967 0.94139
H -1.98569 -4.40167 0.52384
H -4.11172 3.38263 -0.62598
C 5.84731 3.58962 -5.09525
C -4.84862 -2.31848 -2.15785
H 1.41183 1.90687 -0.63159
H -7.67615 0.27963 3.11641
O 5.82054 5.97684 1.81102
H -5.23384 1.86883 5.47419
H -3.09709 -3.51863 -4.83528
H -4.03829 2.13339 3.05878
C 1.33932 5.08323 3.71227
C 0.75219 -4.27064 6.96938
H 5.86803 1.92314 -1.12265
H -4.30759 -1.39630 -2.00351
N -5.51367 -3.85563 -4.05572
C 1.22002 -1.97928 0.42639
C -1.14796 -0.34221 1.47639
C -6.34071 0.10069 4.89676
H 2.37855 -1.60341 6.29160
H -2.95301 -0.50463 -3.61619
H -3.16876 -7.38694 -1.30176
H 2.51505 -5.30240 -5.50521
O 0.09277 -6.03184 -4.74748
C 3.68465 3.13949 0.79954
C -0.17616 6.32746 5.16357
H 0.01574 -3.74112 7.63312
H 4.25705 -4.65341 2.80191
H -2.02128 2.49353 -8.67680
H 0.73798 -2.34979 -7.19784
H 4.18272 -0.27510 0.54783
H 1.16741 0.27072 -6.28048
H 1.40273 2.82318 2.14509
H 1.23032 -5.82842 2.50799
H 6.81155 0.89365 -5.42855
H 3.30984 -3.89419 1.57254
H -3.23921 0.87974 0.06641
C 0.77522 -4.13628 -6.07542
H -0.58235 -7.82473 -0.14323
H 2.42019 -0.40264 -1.05427
C 4.92733 4.06213 0.76476
H -5.02893 2.23749 0.31679
H -3.67263 -5.14574 0.71185
H 5.90091 -2.87068 1.99883
C 0.43827 2.99383 2.64534
C 3.83746 2.62439 -3.05168
C -6.29103 -2.65169 4.01757
C 6.16846 3.50192 -6.59134
H 0.92409 4.60119 -8.17783
H 1.79006 -0.37241 4.04293
C 0.56697 3.82493 3.95141
C -7.21030 -0.92433 5.57266
H 1.32705 -1.19370 1.15314
H 3.54103 2.41672 -2.02302
H -1.23265 -4.60185 -5.41607
N 0.45228 -2.72662 -6.31393
H -3.32673 -0.81673 -0.21238
H -0.76857 -6.48876 -1.30365
C -0.09419 4.29740 -8.28181
H 1.24066 0.96785 0.70330
C 4.82383 0.37944 -3.16749
H 4.99116 7.80428 2.00345
H 3.02390 4.54751 -3.33068
C -2.12789 -6.54759 0.37207
H 7.29072 5.24272 -4.89822
H -1.45775 5.56700 -1.27549
H 0.13269 -6.96175 4.45011
C -1.74878 4.88812 -0.47979
C 4.64533 5.29433 1.60892
H -3.37277 -0.03062 4.27709
O -3.18400 -6.86992 2.54357
H -1.63239 -6.67149 4.68471
H -1.82247 -2.64070 -1.37923
H 0.46277 1.58747 -8.36396
H 3.87748 5.97984 1.14524
H 7.14047 3.06764 -6.86355
H 4.66910 5.40430 -5.05061
O 1.85136 -3.46301 6.67318
H -2.25757 -1.35451 -5.01512
C -2.15197 -1.16135 -3.92024
H -2.61181 2.89318 1.29471
H 0.75769 -7.44592 1.96164
H 4.30111 4.95294 2.60338
C -3.10649 -7.61296 -0.22047
H -3.13537 -4.22173 -3.16229
H 0.27017 -4.61115 6.04045
H 0.81300 2.03482 5.35800
H -0.10242 3.96045 -9.27466
H -8.34699 -1.71991 3.84984
C -2.54958 5.60909 5.23947
C 0.93705 -2.44670 -1.98347
C 3.96912 -4.75613 1.72755
H 1.77613 5.58436 5.80818
H 2.89426 -3.77344 -6.16485
H 5.03042 4.42613 -0.27978
H -6.45387 -3.70306 -3.74794
H -5.91146 -2.14976 -1.99611
H -0.27625 7.01662 6.01087
H -4.70325 -1.86649 -4.16626
N -0.82805 4.18311 4.27480
H -0.70558 5.20055 -8.26641
H -0.09166 2.07735 2.80857
C -2.72572 -5.15462 0.21603
C -4.63654 -2.76927 -3.56193
H -2.22068 1.89578 -6.97556
H -1.88202 0.21933 2.08200
H 5.92968 -0.53004 0.61142
O -1.58388 2.96687 4.52999
H -1.02561 -7.41799 -3.70181
H -3.50292 -5.97451 2.83714
C 1.10377 -2.22168 4.67300
H -3.18258 4.78212 5.01747
H -6.70513 -1.37103 6.40731
C 0.46581 -6.39103 1.98195
H -1.91029 -6.47724 -4.82528
C 2.15429 -4.29429 -5.52675
H 6.38096 3.26113 -2.05840
C -1.29436 -0.07877 -0.00086
H 2.97068 -2.23558 3.83121
C 1.28870 6.02072 4.93533
O 4.63327 -2.25595 0.51889
H 1.01352 4.51360 -4.01342
H 2.34674 4.85182 3.46128
C -5.76139 1.06489 5.95672
H -2.72503 0.24980 -1.43846
C 6.12522 2.19498 -2.16067
H 3.74223 3.93234 -5.44612
H 1.95405 -2.51388 -2.33291
C 0.40197 1.02560 -6.24221
H 1.63533 2.45213 -7.33340
H -1.02387 -8.06911 3.93459
H 0.67135 -4.66136 -7.02832
H 6.70782 4.60077 -3.37910
H -0.59134 5.62585 -5.83218
C 0.42136 -6.00842 0.44093
C -0.29802 2.96549 -4.73542
H 1.85186 6.91925 4.68453
H 0.20215 -2.82556 4.54208
H -0.60948 4.66038 -3.35636
H 4.63973 0.06471 -2.11540
H 4.84712 -0.99353 1.99302
H 6.05306 4.44710 -7.13646
C -0.98147 4.46416 6.73777
H 4.57230 4.65273 -2.56372
H -2.27031 5.07558 2.01993
H 0.36876 -0.79273 3.39934
H -0.03208 -4.09443 -4.12622
H -0.55086 6.84757 4.26175
H -0.88069 4.80674 0.21088
H 2.18743 -3.88843 -4.54084
H -1.87764 3.83690 -0.83659
H 6.10643 2.84552 1.88903
H 0.87799 -2.16758 -5.59359
H 1.24327 0.07471 -2.28254
H 3.49146 -5.68385 1.41351
H 3.70478 2.43959 -0.00256
N 5.64736 2.15207 -4.65471
C 2.14784 -2.92347 3.77919
C -4.61138 3.24179 0.30305
C 1.32342 2.94479 5.01436
C -0.40058 3.16882 -7.33424
H -1.64453 3.60242 6.77363
C 0.59586 1.71694 -4.93586
H 6.07320 -6.29534 0.98763
H -0.52350 0.50137 -6.31307
H -4.98503 -0.53931 1.59887
H -6.48884 1.49285 6.61895
H -4.00601 5.40463 1.83676
H 3.60195 2.61355 1.77124
H 1.38508 -6.29636 0.03657
H 7.91221 3.65581 -4.32532
H 1.79225 -3.04220 2.78069
C 4.95467 -0.94779 0.92129
C 0.94302 0.99034 -0.35554
H -5.40485 4.00180 0.31530
H 6.56722 -2.96096 0.36446
C -3.25837 -3.30826 -3.75764
C -7.59706 -2.03356 4.58488
C -7.07552 0.88529 3.80255
H 6.51347 7.54044 2.96466
H -6.36979 1.50860 3.22942
N -3.88645 3.10157 2.82594
C -0.86895 -6.23244 2.66868
H -0.46891 -4.63984 3.97861
H -2.64123 -8.60173 -0.12032
C 5.56794 7.14731 2.63193
N -0.20582 3.81256 -5.95888
H -1.16554 -0.77959 -3.58176
H -1.29505 -5.71467 -3.33892


Computed, not measured: a 2-piece molecular cluster, C5H13NO overall at a distorted geometry, with ωB97M-V/def2-TZVPD.

- LUMO energy (spin up / spin down) (eV) = -4.554 / -9.427
- HOMO energy (spin up / spin down) (eV) = -13.620 / -13.614
- energy above the lowest of the compared OMol25 structures with the same formula, charge and spin (kJ/mol) = 196.23
- orbital gap (spin up / spin down) (eV) = 9.07 / 4.19
- charge = +1
- 2S+1 = 2

Positions of all 20 atoms, in Å:
C -3.54056 -0.18258 -0.06949
C 2.23450 1.13994 -1.21546
H 2.91592 1.97966 -1.09177
H 3.50202 0.26613 0.29956
H 1.66136 -1.28353 -1.21488
H -2.60624 -0.27973 2.31531
C 2.42663 0.25032 0.14185
H 1.17227 1.25527 -1.35905
O -1.20773 0.25894 -0.40878
N -1.94279 0.13793 1.67048
H -4.19351 0.60936 0.28569
H -3.64657 -0.26697 -1.12422
H 2.68335 -1.96680 -0.03889
H 2.69405 0.54084 -1.98860
H 1.04718 -1.36386 0.39647
H 1.93272 0.81697 0.91304
H -1.00015 0.31966 1.97489
C -2.15268 0.05850 0.36951
C 1.95433 -1.14795 -0.18261
H -3.93411 -1.14209 0.32694


Computed, not measured: a 2-piece molecular cluster, C5H8 overall at a distorted geometry, with ωB97M-V/def2-TZVPD.

- LUMO energy (spin up / spin down) (eV) = -0.653 / -0.652
- HOMO energy (spin up / spin down) (eV) = -7.359 / -7.362
- energy above the lowest of the compared OMol25 structures with the same formula, charge and spin (kJ/mol) = 792.08
- orbital gap (spin up / spin down) (eV) = 6.71 / 6.71
- charge = 0

Positions of all 13 atoms, in Å:
C 1.80863 -0.04356 0.22877
C 0.77388 0.62914 -0.63433
H -2.66309 1.14354 2.34493
H 0.76476 -1.08983 -2.28868
H -0.70453 -0.49410 -1.23704
H -2.83571 -0.58469 1.82780
H 2.76695 0.45889 -0.16943
H 1.66550 -1.11682 0.10266
C 0.27184 -0.12714 -1.75006
C -1.21369 0.30477 0.95473
C -2.16993 0.24993 1.88608
H 1.64709 0.06504 1.29859
H -0.11171 0.60483 -2.56402


Computed, not measured: C27H25BiBrN6O10 as an isolated structure at a distorted geometry, with ωB97M-V/def2-TZVPD.

- LUMO energy (eV) = -2.982
- HOMO energy (eV) = -10.962
- orbital gap (eV) = 7.98
- charge = +1

Positions of all 70 atoms, in Å:
C 4.19341 0.39225 -1.07023
C 2.60094 1.89549 -1.60970
C 0.70017 -1.55962 2.80449
N -2.93442 2.48623 2.61254
H -1.94830 4.42562 -2.71449
H 6.93249 -1.47520 -0.51115
N 2.48705 -4.29414 4.69507
H -3.84280 3.40794 -1.10826
H -2.72904 2.73768 1.64026
C 0.89494 -1.99056 1.49376
C -4.61375 0.98847 1.72284
C -1.78487 -2.71880 -1.06415
H -2.37300 1.67695 2.87260
O -1.12832 -1.10573 -3.99925
N 2.77077 0.67777 -1.14307
O 2.33367 -3.87628 5.82364
H -1.03200 -3.87592 -3.86722
C -1.81633 -3.37008 -3.30902
O 0.26300 1.10907 -0.44217
N -4.24045 1.99431 2.57640
C -1.41667 -1.89788 -3.11838
H -2.95872 -4.36571 -1.72368
H 2.24043 4.15902 -3.11490
C 2.29867 -3.84214 2.27815
H 4.48323 -1.56574 -0.08782
O 3.00608 -5.34840 4.38444
H 2.85153 -4.76197 2.11907
O -2.18257 2.09130 -1.23139
C 1.22890 -2.34548 3.85852
H -3.48725 2.72258 -2.74359
N -1.37008 -1.64476 -1.74314
H -6.54846 0.95021 3.75548
C -1.04750 2.69387 -1.75912
C 1.98961 -3.46286 3.61645
H 1.10559 -2.07236 4.90233
C 4.80957 1.50044 -1.64053
C -0.25062 -0.52450 3.21244
H -6.92180 2.01912 2.35799
H 1.94805 -3.44636 0.26301
C 6.89920 0.49250 -1.36259
Br 0.14371 5.92892 -3.98047
C 6.29242 -0.64339 -0.74273
H -2.73305 -3.47285 -3.92048
H -4.83490 2.28689 3.31916
Bi -1.40453 -0.23022 0.08069
O -2.03159 -2.57143 0.15975
H 1.99668 0.17531 -0.72414
H -1.23650 -4.64149 -1.61070
O -5.80270 0.39872 1.86623
C -6.81660 1.00575 2.71206
C 1.76356 -3.08421 1.27752
H -4.21932 1.74726 -1.41553
C 1.34640 3.74087 -2.68354
C -3.47249 2.53006 -1.64802
H 7.97628 0.53160 -1.43612
H 3.91078 3.36660 -2.23984
O 0.43031 -1.39150 0.41937
N 3.75759 2.41383 -1.97761
O -3.91891 0.60336 0.81087
C -1.05344 3.87673 -2.48992
H -7.72235 0.36968 2.60201
O -1.01277 0.14211 2.51837
C 6.17040 1.56621 -1.83623
H 6.71459 2.40248 -2.32354
C 0.16791 4.37393 -2.87814
H -0.23298 -0.34289 4.28558
C 4.89297 -0.70895 -0.61288
C 0.16012 2.07609 -1.35788
C 1.34709 2.59867 -1.89686
C -1.98903 -3.92448 -1.90264


Which E_tot belongs to each record? In order, -25978.5284; -126246.2057; -8923.7171; -5305.9575; -133695.6142 eV.